C4H9NO | ωB97M-V/def2-TZVPD

Geometry as XYZ:
```
15
Properties=species:S:1:pos:R:3:forces:R:3
C 0.919 -2.472 0.408 -0.274 -1.782 0.351
C 1.277 -0.953 0.477 0.020 1.171 0.667
C -0.571 1.817 -0.608 0.555 -3.500 1.712
C -1.942 1.359 -0.024 -2.769 0.521 0.021
H 1.061 -3.134 -0.913 -0.285 2.308 4.435
H -0.537 -2.613 0.730 4.928 0.280 -0.751
H 1.819 -2.929 1.356 -3.297 0.691 -3.222
H 1.366 -0.550 1.705 -0.023 -1.354 -3.700
H 2.319 -0.617 -0.164 -3.247 -0.927 1.845
H -0.368 2.731 -1.210 -0.302 -0.652 1.036
H -2.094 1.772 1.277 0.459 -1.349 -4.386
H -2.312 -0.027 -0.078 1.489 4.860 0.033
H -2.663 2.006 -0.789 0.971 -1.893 2.577
N 0.424 0.983 -0.433 -0.535 2.723 -2.042
O 0.043 -0.253 -0.052 2.313 -1.098 1.426
```
Positions in Å, forces in eV/Å.

orbital gap: 0.3570 Eh
lowest unoccupied orbital energy: 0.7 eV
DFT total energy: -287.44388 a.u.
charge: 0
energy relative to the best compared isomer or geometry (same formula, charge and spin): 10.574 eV
largest force on an atom: 5.08 eV/A